Entry 1:
The following is a quantum chemistry calculation of C13H6BBrF5N2O2PdS as an isolated structure, from the OMol25 dataset.

```
32
Properties=species:S:1:pos:R:3:forces:R:3:lowdin_charge:R:1
Pd -0.37572 0.21166 0.57122 -0.21 -0.01 0.22 0.88
F 6.17801 2.13582 1.42535 -0.01 -0.01 -0.01 0.21
C 5.13096 1.41910 1.11991 0.00 -0.01 0.00 -0.09
C 3.85839 1.87600 1.49258 0.00 0.00 -0.01 -0.12
F 3.74630 3.01440 2.14460 -0.03 -0.02 0.00 0.18
C 2.76353 1.12280 1.16911 -0.03 -0.01 -0.01 -0.20
F 1.55541 1.55437 1.53795 -0.01 0.06 0.03 0.07
C 2.87139 -0.10295 0.47232 0.10 0.01 -0.02 -0.49
S 1.55650 -1.07164 0.03618 0.05 0.00 -0.07 0.92
C 4.17974 -0.52985 0.12072 0.00 -0.02 0.01 -0.22
F 4.32379 -1.66583 -0.52803 0.03 0.02 0.01 0.14
C 5.29287 0.21515 0.43472 -0.06 0.00 0.00 -0.12
F 6.50125 -0.18706 0.09845 -0.02 -0.01 0.00 0.18
Br -1.38530 -0.69490 -2.74031 0.03 0.02 -0.02 0.89
C -2.31239 -1.47807 -1.32630 -0.03 -0.06 0.04 -0.70
C -3.39584 -2.31820 -1.60773 -0.03 0.00 0.00 -0.05
C -4.04888 -2.94120 -0.57060 0.04 0.01 0.02 0.01
C -3.60515 -2.73541 0.73756 -0.04 -0.02 0.00 0.04
C -2.54218 -1.88887 0.92284 0.15 0.23 -0.09 -0.18
N -1.90935 -1.24995 -0.08590 -0.05 -0.13 0.01 -0.01
C -1.93575 -1.60195 2.26219 -0.04 -0.32 0.22 -0.45
O -2.53037 -2.19355 3.26507 0.11 0.17 -0.15 0.32
O -0.94090 -0.91524 2.44230 -0.08 -0.07 -0.06 0.02
H -3.69604 -2.46660 -2.63454 0.00 0.01 0.00 0.12
H -4.88685 -3.59505 -0.76804 -0.01 0.00 0.01 0.13
H -4.07803 -3.22834 1.57566 0.00 0.01 0.01 0.14
B -1.95141 3.58314 -2.27280 0.11 -0.17 0.04 -0.39
C -1.32477 2.56346 -1.28647 0.14 0.14 0.08 -0.23
N -0.84351 1.79739 -0.55336 0.04 0.13 -0.15 -0.04
H -2.82205 2.95299 -2.82753 -0.06 0.09 -0.07 0.02
H -2.33320 4.52106 -1.62347 -0.10 0.00 0.04 0.02
H -1.04042 3.89731 -3.00367 0.00 -0.04 -0.08 0.02
```
Forces are in eV/Å.

The calculation puts the largest force on an atom at 0.39 eV/A. For the energy above the lowest of the compared OMol25 structures with the same formula, charge and spin, the calculation gives 13.7 kcal per mole. The gap between HOMO and LUMO (alpha / beta) is 0.2692 / 0.1594 hartree. As for the spin multiplicity: 5. The value obtained for the calculated total energy is -119262.1031 eV. As for the LUMO energy (alpha / beta): -4.8 / -7.7 eV. As for the charge: +1.


Entry 2:
The following is a quantum chemistry calculation of C13H6BrCl3F2NO3Rh as an isolated structure at a distorted geometry, from the OMol25 dataset.

```
30
Properties=species:S:1:pos:R:3:forces:R:3:lowdin_charge:R:1
Rh 0.49437 0.79807 -0.26933 1.24 -2.70 -0.49 1.02
Br -1.99557 0.21055 2.11628 -0.18 0.05 0.03 0.89
C -0.24738 0.52617 2.67918 0.24 -0.14 -0.18 -0.70
C 0.04061 0.59780 4.03190 0.06 -0.03 0.01 -0.09
C 1.35038 0.81291 4.42226 -0.05 -0.02 0.07 -0.02
C 2.33644 0.94787 3.46086 0.06 -0.05 -0.05 0.02
C 1.97796 0.87779 2.13338 -0.10 0.03 0.08 -0.15
N 0.70434 0.66135 1.74705 -0.32 0.62 0.12 -0.04
C 2.99932 1.06830 1.02820 0.05 -0.01 -0.12 -0.57
O 4.17312 1.12957 1.30825 -0.05 0.01 0.01 0.10
O 2.48628 1.12388 -0.16324 -0.14 0.97 0.06 -0.13
H -0.75590 0.48355 4.75102 -0.01 0.00 -0.01 0.11
H 1.59579 0.87454 5.47417 -0.01 0.00 0.00 0.12
H 3.37756 1.11305 3.69693 0.00 0.01 -0.01 0.13
Cl -2.26358 -2.88129 -5.73043 0.03 0.03 0.09 0.66
C -1.75369 -2.30952 -4.16805 -0.06 -0.07 -0.11 -0.67
C -0.89567 -1.23078 -4.08541 0.01 0.00 0.07 -0.13
C -0.52255 -0.81832 -2.82182 0.07 0.19 -0.22 -0.49
Cl 0.56330 0.56718 -2.66949 -0.16 0.00 0.15 0.85
C -0.94157 -1.39929 -1.62659 0.11 0.11 0.23 -0.47
O -0.53299 -0.98338 -0.45144 -0.66 0.19 0.05 -0.28
C -1.82189 -2.48364 -1.78108 -0.10 -0.15 0.05 -0.58
Cl -2.41755 -3.26861 -0.35556 0.05 0.06 -0.06 0.71
C -2.22063 -2.93804 -3.02245 0.01 0.02 -0.02 -0.13
H -0.53430 -0.72987 -4.97173 0.00 0.00 0.00 0.11
H -2.89698 -3.77730 -3.09621 0.00 0.00 0.00 0.11
F -1.69038 2.22119 -0.59032 0.03 0.12 -0.01 -0.02
C -0.38093 2.49130 -0.31849 -0.05 0.63 0.17 -0.49
F 0.08632 3.25259 -1.34080 0.00 0.11 0.10 -0.01
H -0.31422 3.06237 0.61297 -0.07 0.04 -0.03 0.12
```
Forces are in eV/Å.

The calculation puts the largest force on an atom at 3.01 eV/A. For the energy above the lowest of the compared OMol25 structures with the same formula, charge and spin, the calculation gives 0.0 kcal per mole. The gap between HOMO and LUMO is 0.2739 hartree. The value obtained for the calculated total energy is -137263.4881 eV. As for the LUMO energy: -1.0 eV.


Entry 3:
The following is a quantum chemistry calculation of C13H6Cl3O3PdS as an isolated structure, from the OMol25 dataset.

```
27
Properties=species:S:1:pos:R:3:forces:R:3:lowdin_charge:R:1
Pd 0.26922 0.06119 -0.13101 -0.31 -0.20 0.04 0.55
O -3.25576 0.13783 2.34115 0.05 0.08 0.03 0.00
C -2.46978 -0.23294 1.47011 -0.13 -0.16 -0.05 -0.63
O -1.35861 0.31982 1.21423 -0.03 0.11 0.11 -0.16
C -2.93041 -1.47263 0.66341 0.02 -0.07 -0.08 -0.12
C -4.17264 -1.98910 1.04176 0.05 -0.03 -0.06 -0.03
C -4.74132 -3.09412 0.43031 0.02 0.02 0.01 -0.09
C -4.06879 -3.73437 -0.60541 -0.01 0.06 0.06 -0.11
C -2.84074 -3.24879 -1.00198 0.01 0.06 0.05 -0.16
C -2.25531 -2.12563 -0.38559 -0.08 -0.04 0.02 -0.58
S -0.69898 -1.71484 -1.07290 0.25 0.21 0.02 0.66
H -4.67315 -1.47256 1.84876 -0.01 -0.01 0.00 0.11
H -5.70820 -3.45577 0.76115 0.02 0.01 -0.01 0.09
H -4.49563 -4.60065 -1.09765 0.00 0.03 0.02 0.09
H -2.29718 -3.73001 -1.80633 -0.01 0.02 0.02 0.08
Cl 6.63385 3.46906 -1.37633 -0.15 -0.04 0.07 0.60
C 5.06767 2.94428 -0.78659 0.06 0.08 0.03 -0.69
C 4.45235 1.85062 -1.35609 0.02 -0.09 -0.09 -0.16
C 3.21940 1.46012 -0.87141 -0.07 -0.09 -0.03 -0.56
Cl 2.44192 0.07225 -1.59614 0.24 -0.03 -0.20 0.68
C 2.51791 2.09644 0.17942 -0.08 0.06 0.10 -0.51
O 1.37379 1.73121 0.62643 0.07 -0.03 -0.08 -0.22
C 3.21916 3.21442 0.71254 0.00 0.03 0.03 -0.59
Cl 2.46876 4.09070 2.01316 0.05 -0.06 -0.09 0.68
C 4.45046 3.62878 0.25049 0.06 0.08 0.03 -0.15
H 4.92205 1.30744 -2.16534 -0.03 0.01 0.03 0.10
H 4.92998 4.48725 0.69987 -0.01 0.00 0.01 0.10
```
Forces are in eV/Å.

The calculation puts the largest force on an atom at 0.37 eV/A. The gap between HOMO and LUMO (alpha / beta) is 0.2735 / 0.2132 hartree. As for the spin multiplicity: 3. The value obtained for the calculated total energy is -71605.5350 eV. As for the LUMO energy (alpha / beta): 2.7 / 0.7 eV. As for the charge: -1.


Entry 4:
The following is a quantum chemistry calculation of C13H6ClF6N3O8PtS2 as an isolated structure at a distorted geometry, from the OMol25 dataset.

```
40
Properties=species:S:1:pos:R:3:forces:R:3:lowdin_charge:R:1
Pt 0.92982 1.27585 -0.08896 -0.62 0.66 -1.35 1.23
O 2.04595 -1.73823 4.94781 -1.98 -1.98 0.39 0.28
C 0.95168 -2.20736 4.42234 3.26 4.30 -1.92 -0.31
O 0.34077 -3.13935 4.89579 -1.45 -2.46 1.50 0.41
C 0.39118 -1.60801 3.16205 -0.50 -0.70 0.36 0.00
C -0.77319 -2.03780 2.57126 -0.45 0.15 -0.65 -0.53
Cl -1.87680 -3.18110 3.09011 0.03 -0.22 0.30 0.99
N -0.99662 -1.25184 1.44757 0.42 -0.37 0.80 -0.01
N -0.00231 -0.31834 1.33825 -0.02 -0.70 0.97 0.08
C 0.82541 -0.53616 2.33886 0.10 0.59 -0.51 -0.08
C 2.03562 0.34976 2.43523 0.43 2.04 -2.53 -0.50
O 2.81524 0.24746 3.34610 0.25 -1.03 1.60 0.15
O 2.17417 1.21735 1.45799 0.32 -1.50 2.49 -0.16
C -2.06343 -1.26551 0.56888 -0.30 -0.10 -0.30 -0.10
C -2.55386 -0.02388 0.07539 -0.04 0.15 0.04 0.04
C -3.63330 -0.02398 -0.75465 0.02 -0.01 0.01 0.03
C -4.21835 -1.25332 -1.14868 -0.06 0.29 -0.09 0.10
C -3.70721 -2.48787 -0.68795 0.22 -0.27 0.18 0.03
C -2.64447 -2.50577 0.16504 -0.06 0.02 -0.04 0.02
H 2.44115 -0.98789 4.44271 0.45 1.28 -1.03 0.11
H -2.11832 0.90125 0.42355 0.06 0.01 -0.04 0.12
H -4.06137 0.90748 -1.09896 0.03 0.01 -0.02 0.15
H -5.06532 -1.24430 -1.82370 -0.02 -0.01 0.01 0.15
H -4.14652 -3.41400 -1.03234 0.00 0.00 -0.02 0.14
H -2.20539 -3.43852 0.48573 -0.02 -0.01 -0.05 0.11
F 4.45997 2.88613 -2.60491 0.19 -0.01 -0.07 0.20
C 3.87058 3.16302 -1.46836 -0.53 -0.06 -0.05 -0.70
F 4.26764 4.31078 -0.97833 0.16 0.09 0.06 0.21
F 4.04587 2.18516 -0.59469 0.13 0.03 0.01 0.16
S 2.03709 3.33294 -1.79943 -0.42 -0.69 0.51 0.70
O 1.35881 3.47407 -0.49143 0.36 0.20 -0.30 -0.35
O 1.80984 4.28350 -2.81298 0.02 0.20 -0.17 -0.18
N 1.69997 1.75067 -2.18231 -0.21 0.08 -0.24 -0.36
S 0.25083 1.43726 -2.85441 0.70 0.05 0.87 0.67
O -0.14108 2.17434 -3.98749 -0.23 0.06 -0.22 -0.17
O -0.65019 1.36621 -1.66992 -0.24 -0.10 -0.42 -0.42
C 0.50173 -0.34530 -3.32032 0.05 0.56 0.16 -0.70
F 0.95666 -1.00621 -2.25403 0.00 -0.21 -0.04 0.12
F 1.34025 -0.43585 -4.31412 0.06 -0.14 -0.10 0.21
F -0.69249 -0.81262 -3.64672 -0.12 -0.20 -0.10 0.16
```
Forces are in eV/Å.

The calculation puts the largest force on an atom at 5.73 eV/A. For the energy above the lowest of the compared OMol25 structures with the same formula, charge and spin, the calculation gives 10.9 kcal per mole. The gap between HOMO and LUMO (alpha / beta) is 0.2381 / 0.1395 hartree. As for the spin multiplicity: 5. The value obtained for the calculated total energy is -88147.7219 eV. As for the LUMO energy (alpha / beta): -8.3 / -12.3 eV. As for the charge: +2.


Entry 5:
The following is a quantum chemistry calculation of C13H8AuN2O5Se as an isolated structure at a distorted geometry, from the OMol25 dataset.

```
30
Properties=species:S:1:pos:R:3:forces:R:3:lowdin_charge:R:1
O -0.86879 -4.53360 3.97661 -1.24 1.46 -3.71 0.24
C -1.19409 -4.10722 2.96335 1.64 -2.41 5.33 -0.04
Au -1.60569 -3.00033 1.18242 0.58 0.27 0.28 0.57
O -3.77289 -4.80600 -0.23735 2.43 1.89 1.31 0.28
C -2.95070 -4.16554 0.22155 -4.53 -3.75 -2.69 -0.11
C -2.16805 -1.36591 -1.58333 -0.45 1.02 -2.02 0.01
O -2.39644 -0.87980 -2.58132 0.41 -0.84 1.75 0.12
C -0.20673 -3.82380 -0.16781 3.69 -0.78 -3.48 -0.07
O 0.54438 -4.13691 -0.96908 -2.46 0.79 2.59 0.25
C -3.20974 -1.78465 1.69667 -3.24 4.35 1.16 -0.09
O -3.93919 -0.94075 1.95503 2.31 -3.03 -0.82 0.24
C -1.19158 1.79668 0.79141 -0.33 0.28 0.06 0.02
N 0.05433 1.19309 0.31356 0.20 -0.42 0.27 -0.04
C 0.61650 0.01563 0.71743 0.62 1.84 -2.34 -0.57
Se -0.06439 -1.09904 2.06693 0.86 0.87 0.39 1.10
N 1.79754 -0.10577 0.02636 -0.96 -0.20 0.94 0.16
C 2.04489 1.06461 -0.71778 0.29 -0.73 0.94 -0.15
C 3.22062 1.51035 -1.30559 0.02 0.23 -0.59 0.05
C 3.19182 2.83789 -1.76884 0.19 -0.71 0.04 0.02
C 2.06960 3.68554 -1.60041 -0.42 -0.51 0.17 0.02
C 0.91185 3.20944 -0.96216 0.21 0.45 -0.39 0.05
C 0.93643 1.88022 -0.53843 -0.29 -0.13 0.75 -0.14
H -0.97268 2.68548 1.39893 0.00 -0.30 -0.11 0.13
H -1.73761 1.07899 1.40347 0.04 -0.01 0.06 0.06
H -1.84120 2.09560 -0.04643 0.43 -0.19 0.16 0.13
H 2.42677 -0.88792 0.19153 0.15 0.38 -0.27 0.18
H 4.06413 0.81147 -1.39895 -0.21 0.72 -0.08 0.15
H 4.07559 3.22222 -2.27366 -0.16 0.01 0.17 0.14
H 2.13038 4.71634 -1.97393 -0.14 -0.52 0.28 0.15
H 0.03494 3.83372 -0.78017 0.37 -0.05 -0.15 0.14
```
Forces are in eV/Å.

The calculation puts the largest force on an atom at 6.47 eV/A. For the energy above the lowest of the compared OMol25 structures with the same formula, charge and spin, the calculation gives 28.3 kcal per mole. The gap between HOMO and LUMO (alpha / beta) is 0.2733 / 0.1185 hartree. As for the spin multiplicity: 3. The value obtained for the calculated total energy is -95832.4992 eV. As for the LUMO energy (alpha / beta): -11.2 / -15.0 eV. As for the charge: +3.


Entry 6:
The following is a quantum chemistry calculation of C13H8CuNO10S2 as an isolated structure at a distorted geometry, from the OMol25 dataset.

```
35
Properties=species:S:1:pos:R:3:forces:R:3:lowdin_charge:R:1
Cu 0.01998 -0.19428 0.38097 -0.17 -0.11 -0.08 0.39
O -2.68079 0.04067 -3.39974 0.42 -0.60 2.13 -0.40
S -2.42233 -0.55942 -2.04593 1.23 0.85 -2.60 0.48
O -1.18276 -0.07121 -1.41573 -0.43 -0.14 -0.79 -0.36
O -3.52643 -0.55766 -1.15190 -1.44 -0.03 0.65 -0.32
C -2.12044 -2.30072 -2.49027 0.46 -0.14 1.00 -0.20
C -2.42172 -2.70958 -3.76706 -0.07 0.31 -1.18 -0.08
C -2.31002 -4.03342 -4.20775 -0.63 0.53 0.32 -0.11
C -1.91517 -4.98301 -3.30591 0.44 -0.34 -0.15 -0.11
C -1.45902 -4.56095 -2.06458 0.03 -1.21 0.54 -0.08
C -1.58806 -3.26289 -1.60586 -0.26 -0.09 -1.28 -0.23
S -1.05500 -3.04871 0.05060 0.97 -0.17 1.33 0.45
O -0.67289 -4.38440 0.47552 -0.05 -0.29 0.20 -0.37
O -2.16058 -2.48693 0.77980 -0.20 0.34 0.05 -0.31
O 0.15619 -2.20120 -0.00276 -0.24 0.34 -0.03 -0.36
H -2.71903 -1.92391 -4.45374 -0.13 -0.12 0.05 0.10
H -2.61277 -4.34370 -5.19787 -0.05 0.26 -0.19 0.09
H -1.93289 -6.03670 -3.60295 0.28 0.28 0.28 0.09
H -1.01457 -5.28613 -1.37376 -0.35 0.34 -0.30 0.10
O 2.24058 -0.03504 1.06058 -0.42 -1.08 -0.82 0.05
C 2.64617 0.81272 1.79834 0.95 0.59 0.89 -0.24
C 2.10206 2.13530 2.02470 0.70 0.54 0.49 -0.11
C 2.98189 3.06245 2.59357 -0.80 0.03 -0.70 0.03
C 2.57227 4.36900 2.78308 -0.71 -0.10 0.36 -0.18
C 1.19605 4.68231 2.60031 1.10 0.03 -0.14 -0.02
C 0.32265 3.79015 2.08672 -0.84 0.50 -0.03 0.00
C 0.72743 2.46687 1.70061 1.06 0.15 0.62 -0.37
O -0.05094 1.65437 1.21270 -1.16 -0.63 -0.65 0.01
N 3.46053 5.34897 3.34030 -0.48 -1.22 -0.28 -0.40
O 4.60482 4.99673 3.57425 0.79 0.09 0.16 0.02
O 3.04430 6.46680 3.57164 -0.24 0.87 0.11 0.02
H 3.57191 0.60431 2.40226 -0.12 0.13 -0.18 0.12
H 3.99327 2.80472 2.82596 0.43 -0.31 0.10 0.11
H 0.93371 5.67377 2.87919 -0.53 0.63 0.08 0.10
H -0.72840 4.07071 1.94469 0.44 -0.23 0.02 0.12
```
Forces are in eV/Å.

The calculation puts the largest force on an atom at 3.00 eV/A. For the energy above the lowest of the compared OMol25 structures with the same formula, charge and spin, the calculation gives 0.0 kcal per mole. The gap between HOMO and LUMO is 0.2235 hartree. The value obtained for the calculated total energy is -101886.0347 eV. As for the LUMO energy: 4.3 eV. As for the charge: -2.


Entry 7:
The following is a quantum chemistry calculation of C13H8F3MnN3O2 as an isolated structure, from the OMol25 dataset.

```
30
Properties=species:S:1:pos:R:3:forces:R:3:lowdin_charge:R:1
Mn -0.63589 -0.00314 0.38885 -0.51 -0.12 -0.25 0.65
O 2.87076 -1.47004 -0.82049 0.00 -0.02 0.05 0.12
C 1.75139 -1.22222 -0.44466 -0.17 0.00 -0.03 -0.41
N 1.15426 -0.00187 -0.22160 0.08 0.01 -0.21 0.03
C 1.75022 1.21943 -0.44220 -0.15 0.02 0.02 -0.41
O 2.87004 1.46883 -0.81577 0.00 0.02 0.03 0.12
C 0.75349 2.34841 -0.17194 -0.01 -0.07 -0.06 -0.15
C 1.15679 3.66300 -0.27570 -0.01 0.07 -0.02 0.01
C 0.22904 4.66538 -0.03340 -0.02 -0.01 0.00 -0.04
C -1.06934 4.31386 0.29849 0.04 0.00 -0.02 -0.04
C -1.39570 2.97068 0.38780 -0.04 0.05 0.00 -0.09
N -0.50844 2.00535 0.15802 0.52 -0.06 0.22 0.03
C 0.75636 -2.35270 -0.17358 -0.02 0.05 -0.04 -0.15
C 1.15810 -3.66726 -0.28290 -0.01 -0.06 -0.03 0.01
C 0.23014 -4.66933 -0.03963 -0.02 0.01 0.00 -0.04
C -1.06648 -4.31760 0.29899 0.04 0.00 -0.01 -0.04
C -1.39125 -2.97444 0.39343 -0.04 -0.04 0.00 -0.09
N -0.50362 -2.00960 0.16259 0.51 0.04 0.18 0.03
H 2.18448 3.86659 -0.54145 0.00 0.00 0.00 0.12
H 0.51488 5.70680 -0.09994 0.00 0.00 0.00 0.11
H -1.82071 5.06435 0.49814 -0.01 -0.01 0.00 0.11
H -2.39078 2.64715 0.66599 0.00 0.01 0.03 0.12
H 2.18439 -3.87103 -0.55383 0.00 0.00 0.00 0.12
H 0.51440 -5.71087 -0.11088 0.00 0.01 0.00 0.11
H -1.81796 -5.06790 0.49908 -0.01 0.01 0.00 0.11
H -2.38496 -2.65021 0.67567 0.00 0.00 0.02 0.12
F -0.66464 -1.04670 3.10750 -0.03 0.04 -0.08 0.06
C -0.82025 0.01401 2.29170 0.03 0.17 0.18 -0.52
F -0.69968 1.09329 3.08929 -0.05 -0.04 -0.02 0.06
F -2.23965 -0.01194 1.91770 -0.15 -0.05 0.02 -0.07
```
Forces are in eV/Å.

The calculation puts the largest force on an atom at 0.58 eV/A. The gap between HOMO and LUMO (alpha / beta) is 0.2985 / 0.2743 hartree. As for the spin multiplicity: 2. The value obtained for the calculated total energy is -61648.6648 eV. As for the LUMO energy (alpha / beta): -0.2 / -0.3 eV.